{
  "formula": "H80O40",
  "method": "wB97M-V/def2-TZVPD",
  "symbols": ["H", "H", "O", "H", "H", "O", "H", "H", "O", "H", "H", "O", "H", "H", "O", "H", "O", "H", "O", "H", "H", "O", "H", "H", "O", "H", "H", "O", "H", "H", "O", "H", "O", "H", "H", "O", "H", "H", "O", "H", "H", "O", "H", "H", "O", "H", "H", "O", "H", "H", "O", "H", "O", "H", "H", "O", "H", "O", "H", "H", "O", "H", "H", "O", "H", "H", "O", "H", "H", "O", "H", "H", "O", "H", "H", "O", "H", "H", "O", "H", "H", "O", "H", "H", "O", "H", "H", "O", "H", "O", "H", "H", "O", "H", "H", "H", "H", "H", "H", "O", "H", "H", "O", "H", "H", "O", "H", "H", "O", "H", "H", "O", "H", "H", "O", "H", "H", "O", "H", "H"],
  "xyz": [[-4.5309, 0.3876, -2.7813], [-5.9584, 0.1243, -2.1990], [-5.4655, 0.3346, -2.9880], [0.8402, -5.2514, 1.8845], [-0.5800, -5.5197, 2.0419], [0.0456, -5.2277, 1.3319], [2.4582, -0.4763, 4.2901], [2.6010, -1.2534, 5.6161], [2.0859, -1.2264, 4.8050], [-3.3883, 3.3959, -3.5936], [-4.7686, 3.5318, -2.8942], [-3.8200, 3.6172, -2.7680], [2.2978, 0.8528, -3.0644], [1.2962, 0.2073, -1.8980], [1.7258, 0.9469, -2.3209], [1.9202, 1.4080, 2.8409], [2.5943, 1.0191, 3.4280], [-2.8825, 2.0334, 1.2356], [-2.4493, 1.8233, 2.0775], [-1.6369, -3.5945, -1.4602], [-0.8889, -2.4950, -2.0582], [-0.9094, -2.9885, -1.2542], [-3.7823, 0.1952, 5.2528], [-2.6908, -0.6705, 5.7330], [-2.8185, 0.1888, 5.3080], [-6.2987, 0.3880, -0.4335], [-5.3435, 1.4229, 0.1052], [-6.2673, 1.3025, -0.1377], [-1.2499, 4.9980, 0.7018], [-2.1488, 3.8463, 1.1009], [-1.8560, 4.3519, 0.3290], [-0.3213, 1.2776, -3.1448], [-0.6140, 0.3537, -3.2013], [-2.2612, 2.8191, -0.5385], [-2.2439, 1.4222, -1.2927], [-2.5193, 1.8766, -0.5023], [-1.1663, -4.8114, 4.3103], [-2.1008, -4.6847, 3.2844], [-1.5030, -5.3873, 3.5961], [3.4706, 2.2585, -5.2543], [2.1338, 2.4156, -4.4767], [2.7244, 1.7828, -4.8986], [0.1933, -0.0416, 2.0955], [-1.2833, -0.2684, 2.3701], [-0.3935, -0.5400, 2.6877], [-1.0071, -5.3417, -3.7730], [-2.0839, -4.6388, -4.3865], [-1.4055, -4.4602, -3.7174], [0.4903, 1.4202, 4.5643], [-0.7149, 1.4991, 3.7526], [-0.0078, 2.0825, 4.0600], [0.6124, 2.2837, 2.1507], [1.1230, 1.8471, 1.4629], [-1.6980, -3.5894, 0.4696], [-1.9079, -3.2548, 1.9232], [-2.3874, -3.3238, 1.1001], [-0.9663, -0.3745, 0.0692], [-0.2886, 0.0503, -0.4544], [4.4015, 2.7202, -0.7630], [5.0083, 2.7221, -2.0834], [4.1379, 2.6273, -1.6842], [-1.3532, -2.2693, 3.5789], [-2.4308, -1.2482, 3.8256], [-2.1697, -2.1409, 4.0775], [0.1833, 5.1587, -4.5695], [1.1426, 4.0875, -3.8940], [0.8567, 4.5175, -4.7051], [-2.7457, -0.1967, 0.5196], [-2.7317, -1.6834, 1.0533], [-2.8583, -0.7415, 1.3057], [-0.9355, 4.2643, -1.8164], [-0.8504, 5.7245, -2.4856], [-0.4748, 4.8451, -2.4227], [4.7353, -3.0666, -1.3694], [5.7546, -2.0149, -1.5969], [4.8001, -2.1128, -1.5046], [1.7163, 3.2217, -1.0913], [2.6990, 3.5861, -1.8582], [1.7030, 3.6222, -1.9815], [6.2011, -0.3186, -0.4760], [4.8811, -0.0945, -1.3777], [5.7123, 0.2544, -1.0465], [-1.8854, 2.0119, -6.1128], [-1.3974, 0.8142, -5.2483], [-2.0750, 1.4899, -5.3286], [-5.4067, -2.0650, 0.5878], [-6.6090, -1.8393, 1.4969], [-6.2855, -1.6705, 0.6074], [3.1349, -4.4763, -3.6593], [3.8238, -3.8352, -3.4944], [-0.8239, 5.1214, 4.2240], [-1.5212, 3.8908, 4.3883], [-1.6202, 4.7056, 3.8691], [0.6726, 1.2730, 0.8491], [3.4705, 1.3686, 3.2570], [-0.4786, 0.4865, -1.2838], [-3.0845, 1.4086, 2.6606], [-1.4304, 0.4990, -3.7003], [3.4388, -2.9578, -3.5508], [4.2919, -0.8018, 1.9043], [3.9666, -1.6949, 1.7756], [3.4211, -0.3782, 1.9085], [0.2954, -2.7054, 5.8967], [-0.1485, -2.3711, 6.6752], [0.3786, -1.9757, 5.2658], [-0.0015, -6.4468, -1.7242], [0.4283, -5.6642, -2.0803], [-0.0216, -6.3036, -0.7681], [2.3036, -3.8400, 4.3429], [1.7809, -3.8887, 5.1431], [3.2252, -4.0199, 4.4749], [1.8555, -2.9295, -1.4436], [1.7784, -1.9955, -1.2143], [2.2196, -3.2907, -0.6279], [4.8916, 0.7442, -3.7693], [4.6355, 1.6470, -3.9235], [5.6079, 0.6019, -3.1392], [2.8515, 5.9172, -2.2585], [2.0994, 5.6330, -2.7727], [2.8310, 5.7282, -1.3490]],
  "total_energy_ha": -3057.4671,
  "homo_lumo_gap_ev": 9.9,
  "total_charge": 0
}



{
  "formula": "H80O40",
  "method": "wB97M-V/def2-TZVPD",
  "symbols": ["H", "H", "O", "H", "H", "O", "H", "H", "O", "H", "H", "O", "H", "H", "O", "H", "O", "H", "O", "H", "H", "O", "H", "H", "O", "H", "H", "O", "H", "H", "O", "H", "O", "H", "H", "O", "H", "H", "O", "H", "H", "O", "H", "H", "O", "H", "H", "O", "H", "H", "O", "H", "O", "H", "H", "O", "H", "O", "H", "H", "O", "H", "H", "O", "H", "H", "O", "H", "H", "O", "H", "H", "O", "H", "H", "O", "H", "H", "O", "H", "H", "O", "H", "H", "O", "H", "H", "O", "H", "O", "H", "H", "O", "H", "H", "H", "H", "H", "H", "O", "H", "H", "O", "H", "H", "O", "H", "H", "O", "H", "H", "O", "H", "H", "O", "H", "H", "O", "H", "H"],
  "xyz": [[-2.9460, -2.7849, 4.9646], [-2.4037, -2.5173, 3.7115], [-3.3051, -2.5553, 4.0899], [-0.8387, 5.6474, 0.9293], [-1.9057, 4.6330, 0.9614], [-1.1644, 4.8970, 0.4009], [-0.1359, -3.0078, 2.7811], [-1.2611, -3.8706, 2.1511], [-0.5521, -3.1775, 1.9242], [-4.9167, 0.2039, 2.2097], [-3.4672, 0.7627, 2.2492], [-4.4104, 1.0158, 2.3236], [-4.8882, 3.5061, -1.3721], [-4.3198, 4.8156, -0.5083], [-5.0187, 4.3600, -0.9665], [2.1174, -3.9266, 2.2842], [2.3052, -4.2564, 3.1680], [-1.6883, -5.3369, 1.0539], [-2.3324, -4.7823, 1.5000], [-0.2223, -5.5775, -2.2764], [1.0867, -4.7050, -2.3555], [0.7338, -5.5960, -2.3331], [-2.8636, 3.2515, 4.8352], [-3.4815, 1.9863, 4.4049], [-3.7366, 2.8127, 4.8448], [0.6905, 0.3338, -6.2495], [0.7575, -0.5102, -4.9648], [0.1481, 0.0236, -5.5088], [-4.9920, 1.3585, -4.3778], [-5.0557, 1.2999, -2.7918], [-4.4957, 1.2456, -3.5675], [-2.1842, -0.7319, -4.1855], [-2.4367, -0.6229, -5.1046], [3.8797, 1.1250, -2.4034], [5.3396, 1.0797, -2.5080], [4.5674, 0.8540, -3.0461], [-0.8580, -2.2431, 5.6039], [-0.9273, -0.7692, 5.5592], [-1.4279, -1.5148, 5.9025], [2.8915, 2.7961, 4.5488], [1.6647, 2.2445, 3.7707], [2.0020, 2.4389, 4.6462], [2.3406, 1.4730, -5.0111], [1.3029, 2.5653, -5.6222], [2.0701, 1.9952, -5.7722], [-1.9523, 0.0129, 4.3682], [-3.1149, -0.3002, 3.5456], [-2.1472, -0.3657, 3.5067], [6.1525, 2.2081, 2.0144], [4.6946, 1.9594, 1.9073], [5.4547, 1.6885, 2.4428], [0.9606, -0.4724, 0.2346], [0.2622, -0.6733, -0.4133], [1.9376, 4.5220, -1.0787], [3.3578, 4.4929, -1.7136], [2.4292, 4.6793, -1.8899], [0.9403, 0.6889, 5.1935], [0.4893, 0.2785, 4.4084], [3.9510, -3.0580, -3.5320], [3.8339, -2.6835, -2.1074], [3.5842, -2.3512, -2.9761], [0.9583, -2.3422, 0.0599], [0.7936, -3.7145, 0.4757], [1.5202, -3.1249, 0.2022], [2.0649, -1.2567, 1.0983], [1.5566, -1.3814, 2.4447], [2.4278, -1.2818, 1.9790], [1.4842, 5.0904, 1.6027], [1.2441, 3.9516, 2.6206], [0.9686, 4.8324, 2.3677], [0.1605, 3.9590, -3.2777], [0.3094, 5.3810, -3.8011], [-0.0361, 4.5118, -4.0410], [-0.7044, 1.2292, -4.2347], [-1.3304, 0.9983, -2.9729], [-0.4696, 1.2913, -3.2916], [2.9624, -3.9214, 0.2903], [3.7850, -4.8340, -0.5782], [3.5038, -4.7539, 0.3417], [1.8723, 2.8393, -1.8282], [1.1869, 1.7107, -2.2094], [1.5688, 2.0438, -1.3536], [-2.2546, 0.7903, 0.1289], [-1.5097, -0.5442, 0.6311], [-2.0252, 0.2304, 0.8897], [5.6138, -0.8808, 0.1895], [5.0549, -1.0991, 1.6535], [4.9117, -0.6714, 0.8045], [-0.1739, 1.9907, 0.9647], [0.1764, 1.4956, 1.7228], [-4.3371, -1.3460, -0.4397], [-2.8068, -1.4246, -0.2579], [-3.4995, -1.2516, -0.8975], [0.1825, 0.1669, -0.8957], [3.2003, -4.0982, 3.4742], [0.8044, 0.6946, 3.5989], [-3.1501, -4.6451, 1.0253], [-1.7759, -0.3872, -5.7529], [-0.6444, 1.2004, 2.1515], [0.5386, -3.3504, 5.1662], [1.5110, -3.4663, 5.0487], [0.3692, -4.0484, 4.5043], [-3.0683, 1.6448, -1.1417], [-2.9298, 2.4246, -1.7088], [-3.1728, 0.9698, -1.8259], [-0.8419, -4.2285, -3.9438], [-1.1936, -3.6508, -4.6281], [-0.4837, -5.0676, -4.2372], [-2.1628, -4.5174, -1.5112], [-1.2843, -4.1303, -1.5754], [-2.7995, -3.9009, -1.8847], [-2.0006, 4.2674, -2.0888], [-1.6643, 4.8738, -1.4015], [-2.0859, 4.8750, -2.8304], [2.5236, 2.9664, 1.1692], [1.6183, 3.2218, 0.9528], [2.3245, 2.1036, 1.5856], [1.4639, -0.8303, -3.0028], [2.1760, -1.4718, -3.1912], [1.0734, -0.9982, -2.1451]],
  "total_energy_ha": -3057.4579,
  "homo_lumo_gap_ev": 9.7,
  "total_charge": 0
}